(1)
ORCA calculation (ωB97M-V/def2-TZVPD) on 5 unconnected molecules or ions with the total composition C8H24O4 at a distorted geometry.

- DFT total energy: -620.0584 a.u.
- HOMO-LUMO gap: 9.07 eV
- HOMO energy: -8.613 eV
- SMILES: C/C=C(\C)CCCC.O.O.O.O
- Energy above the lowest of the compared OMol25 structures with the same formula, charge and spin: 198.70 kJ/mol

The geometry in XYZ format:
```
36
Properties=species:S:1:pos:R:3:lowdin_charge:R:1
C 2.242 1.826 2.276 -0.086
C 1.548 0.860 1.319 -0.079
C 1.981 0.622 0.050 -0.342
C 3.278 1.038 -0.429 -0.087
C 1.185 -0.285 -0.866 -0.170
C 1.078 0.212 -2.339 -0.208
C 0.988 1.722 -2.384 -0.241
C -0.529 2.111 -2.595 -0.081
H 2.437 1.379 3.271 0.090
H 2.997 2.319 1.765 0.026
H 1.612 2.663 2.460 0.058
H 0.781 0.261 1.781 0.096
H 3.832 0.220 -0.888 0.093
H 3.822 1.419 0.479 0.068
H 3.487 2.085 -0.939 0.132
H 0.130 -0.307 -0.501 0.097
H 1.471 -1.313 -0.912 0.098
H 0.171 -0.152 -2.751 0.076
H 1.910 -0.332 -2.942 0.135
H 1.449 2.165 -3.274 0.108
H 1.388 2.180 -1.581 0.033
H -1.133 1.473 -1.891 0.076
H -0.802 1.974 -3.607 0.054
H -0.777 3.084 -2.228 0.053
O -2.620 -0.684 -0.033 -0.141
H -3.226 -0.398 -0.738 0.047
H -3.073 -0.167 0.772 0.032
O -0.510 -3.632 0.432 0.025
H -1.106 -4.111 0.036 -0.043
H -0.669 -2.822 -0.088 0.062
O -2.790 -2.624 1.634 -0.072
H -3.066 -2.395 0.776 -0.022
H -1.856 -2.881 1.428 0.018
O -3.375 0.052 2.219 0.010
H -3.284 0.693 2.917 0.080
H -2.748 -0.572 2.445 0.004
```



(2)
ORCA calculation (ωB97M-V/def2-TZVPD) on 4 unconnected molecules or ions with the total composition C8H24O4.

- DFT total energy: -620.1184 a.u.
- HOMO-LUMO gap: 10.71 eV
- HOMO energy: -9.931 eV
- SMILES: CCO.CCO.CCO.CCO
- Energy above the lowest of the compared OMol25 structures with the same formula, charge and spin: 41.42 kJ/mol

The geometry in XYZ format:
```
36
Properties=species:S:1:pos:R:3:lowdin_charge:R:1
C -3.296 -0.246 2.624 -0.086
C -1.823 -0.380 2.275 -0.318
O -1.619 0.276 1.023 -0.092
H -3.866 -0.756 1.844 0.062
H -3.592 0.802 2.596 0.075
H -3.528 -0.672 3.598 0.074
H -1.546 -1.439 2.218 0.092
H -1.194 0.078 3.048 0.110
H -0.691 0.122 0.804 0.049
C 1.019 0.828 -1.692 -0.097
C 0.221 -0.447 -1.834 -0.305
O 0.245 -1.164 -0.597 -0.110
H 1.002 1.348 -2.650 0.076
H 2.045 0.636 -1.376 0.076
H 0.569 1.471 -0.931 0.073
H 0.658 -1.060 -2.630 0.111
H -0.821 -0.234 -2.084 0.119
H -0.494 -1.785 -0.586 0.047
C -3.234 -3.876 0.700 -0.082
C -1.765 -4.203 0.829 -0.315
O -1.077 -3.656 -0.286 -0.087
H -3.824 -4.228 1.546 0.079
H -3.662 -4.328 -0.197 0.078
H -3.387 -2.797 0.624 0.063
H -1.660 -5.292 0.892 0.112
H -1.373 -3.766 1.754 0.103
H -0.130 -3.709 -0.123 0.091
C 3.581 3.979 -2.093 -0.086
C 4.152 4.269 -0.718 -0.326
O 5.090 5.341 -0.827 -0.083
H 4.338 3.556 -2.748 0.075
H 3.194 4.889 -2.554 0.077
H 2.724 3.313 -1.967 0.054
H 4.678 3.383 -0.348 0.109
H 3.339 4.491 -0.021 0.106
H 5.727 5.256 -0.113 0.076
```



(3)
ORCA calculation (ωB97M-V/def2-TZVPD) on a molecular structure, C8H25N2O5Pb at a distorted geometry.

- DFT total energy: -998.2923 a.u.
- HOMO-LUMO gap: 5.55 eV
- Net charge: -1
- HOMO energy: -2.816 eV
- Energy above the lowest of the compared OMol25 structures with the same formula, charge and spin: 0.00 kJ/mol

The geometry in XYZ format:
```
41
Properties=species:S:1:pos:R:3:lowdin_charge:R:1
Pb -2.166 20.547 -11.328 1.353
O -4.305 21.743 -11.178 -0.510
H -4.369 21.849 -10.221 -0.151
O -3.867 18.991 -10.592 -0.539
H -3.439 18.235 -10.166 -0.150
O -2.697 21.270 -13.489 -0.546
H -2.099 21.139 -14.232 -0.126
C -0.672 24.781 -8.999 -0.067
C -0.894 23.275 -9.236 -0.415
C -2.118 22.818 -8.464 -0.256
O -2.220 21.433 -8.546 -0.282
C -3.228 20.838 -7.773 -0.108
N -1.176 23.007 -10.667 -0.035
H -0.527 24.926 -7.925 0.069
H -1.512 25.326 -9.417 0.079
H 0.278 25.031 -9.473 0.069
H -0.058 22.645 -8.928 0.138
H -3.054 23.305 -8.778 0.137
H -1.987 23.142 -7.412 0.121
H -2.980 19.788 -7.668 0.086
H -4.187 20.954 -8.287 0.087
H -3.340 21.322 -6.791 0.081
H -0.309 23.118 -11.185 0.074
H -1.843 23.688 -11.023 0.086
C -0.591 17.143 -9.595 -0.056
C 0.405 17.907 -10.465 -0.423
C 0.131 17.837 -11.972 -0.230
O -0.821 18.698 -12.542 -0.345
C -0.946 18.399 -13.919 -0.109
N 0.355 19.300 -9.989 -0.010
H -0.405 17.397 -8.548 0.073
H -0.480 16.064 -9.734 0.075
H -1.632 17.402 -9.793 0.061
H 1.409 17.494 -10.288 0.125
H -0.127 16.792 -12.206 0.123
H 1.138 17.919 -12.417 0.119
H -1.701 19.082 -14.315 0.071
H -1.321 17.380 -14.073 0.094
H -0.039 18.563 -14.515 0.091
H 0.615 19.351 -9.004 0.072
H 1.113 19.871 -10.371 0.077
```



(4)
ORCA calculation (ωB97M-V/def2-TZVPD) on 4 unconnected molecules or ions with the total composition C8H25NO5 at a distorted geometry.

- DFT total energy: -750.6575 a.u.
- HOMO-LUMO gap: 9.19 eV
- HOMO energy: -8.686 eV
- SMILES: COC[C@H](C)N.OCCO.CO.CO
- Energy above the lowest of the compared OMol25 structures with the same formula, charge and spin: 60.57 kJ/mol

The geometry in XYZ format:
```
39
Properties=species:S:1:pos:R:3:lowdin_charge:R:1
C 2.692 2.748 -0.750 -0.097
O 2.437 2.763 0.652 -0.176
C 1.403 1.890 1.078 -0.202
C 1.683 1.311 2.488 -0.417
C 2.967 0.518 2.697 -0.064
N 0.549 0.444 2.805 0.034
H 3.497 3.430 -1.025 0.087
H 1.808 3.026 -1.324 0.072
H 2.965 1.735 -1.050 0.085
H 0.467 2.448 1.100 0.128
H 1.235 1.000 0.472 0.088
H 1.757 2.124 3.211 0.130
H 3.088 0.258 3.748 0.078
H 3.771 1.164 2.346 0.071
H 3.101 -0.378 2.091 0.068
H 0.847 -0.182 3.539 0.064
H 0.371 -0.158 2.015 0.029
O -4.728 -2.538 -2.112 -0.061
C -4.186 -1.267 -1.993 -0.258
C -3.523 -1.080 -0.605 -0.169
O -2.257 -1.765 -0.496 -0.078
H -5.242 -2.566 -2.922 0.092
H -3.523 -1.024 -2.824 0.118
H -5.059 -0.662 -2.235 0.119
H -4.154 -1.433 0.210 0.126
H -3.357 -0.012 -0.466 0.116
H -2.467 -2.698 -0.578 0.110
C -0.640 0.827 -1.539 -0.168
O -0.420 -0.462 -1.991 -0.118
H 0.155 1.476 -1.906 0.075
H -1.618 1.181 -1.865 0.085
H -0.540 0.865 -0.454 0.061
H -1.153 -0.967 -1.631 0.017
C 1.687 -2.175 -0.107 -0.158
O 0.543 -1.772 0.590 -0.136
H 2.379 -1.354 -0.295 0.068
H 2.174 -3.070 0.280 0.086
H 1.336 -2.321 -1.128 0.073
H -0.042 -1.324 -0.025 0.021
```



(5)
ORCA calculation (ωB97M-V/def2-TZVPD) on a molecular structure, C8H26F4N4O12PbS4 at a distorted geometry.

- DFT total energy: -3626.9231 a.u.
- HOMO-LUMO gap: 4.21 eV
- HOMO energy: -10.042 eV
- Energy above the lowest of the compared OMol25 structures with the same formula, charge and spin: 1229.81 kJ/mol

The geometry in XYZ format:
```
59
Properties=species:S:1:pos:R:3:lowdin_charge:R:1
Pb 11.961 4.373 17.273 1.690
N 8.978 1.906 18.526 -0.295
S 9.041 0.418 19.023 0.414
O 8.215 -0.617 18.400 -0.274
O 9.581 0.131 20.340 -0.285
F 10.337 0.130 18.107 -0.262
S 7.540 2.078 19.430 0.562
O 7.575 1.959 20.912 -0.287
O 6.296 1.743 18.731 -0.286
F 7.381 3.684 19.343 -0.242
N 14.651 6.846 15.622 -0.314
S 14.385 8.008 14.262 0.673
O 15.236 8.107 13.062 -0.274
O 13.494 9.190 14.524 -0.316
F 13.193 7.075 13.637 -0.270
S 15.818 7.652 16.184 0.405
O 15.534 8.911 16.864 -0.300
O 17.055 7.606 15.402 -0.292
F 16.017 6.655 17.477 -0.257
O 12.462 5.830 20.764 -0.071
H 12.936 5.322 21.422 0.041
H 12.594 6.742 21.023 0.046
O 9.573 7.465 16.764 -0.070
H 9.829 8.387 16.742 0.044
H 8.651 7.477 17.021 0.040
C 7.919 1.334 12.450 -0.085
C 9.393 1.607 12.627 -0.428
C 10.039 1.711 11.204 -0.185
O 11.463 1.875 11.303 -0.230
C 12.183 2.128 10.088 -0.094
N 9.555 2.772 13.494 0.046
H 7.363 2.235 12.196 0.079
H 7.341 1.185 13.362 0.082
H 7.713 0.478 11.808 0.084
H 9.871 0.688 12.967 0.139
H 9.761 2.668 10.763 0.126
H 9.796 0.817 10.629 0.125
H 12.198 3.216 10.020 0.087
H 11.539 1.805 9.269 0.075
H 13.141 1.628 9.953 0.084
H 8.716 3.299 13.299 0.061
H 9.449 2.439 14.442 0.058
C 16.168 0.541 14.723 -0.069
C 15.207 0.798 15.891 -0.341
C 15.978 1.302 17.165 -0.180
O 15.041 1.664 18.194 -0.207
C 15.648 1.330 19.432 -0.131
N 14.392 1.976 15.423 0.037
H 15.711 0.314 13.760 0.083
H 16.838 -0.280 14.978 0.078
H 16.946 1.290 14.574 0.086
H 14.515 -0.016 16.105 0.144
H 16.485 2.242 16.947 0.131
H 16.667 0.521 17.487 0.124
H 15.034 1.651 20.273 0.082
H 16.470 1.957 19.777 0.089
H 15.901 0.278 19.567 0.097
H 14.125 1.813 14.462 0.070
H 14.929 2.830 15.375 0.061
```



(6)
ORCA calculation (ωB97M-V/def2-TZVPD) on a molecular structure, C8H26FeO6 at a distorted geometry.

- DFT total energy: -2035.1026 a.u.
- HOMO-LUMO gap (alpha / beta): 7.25 / 4.51 eV
- Net charge: +1
- HOMO energy (alpha / beta): -12.791 / -12.682 eV
- Multiplicity: 6
- Expectation value of S²: 8.771

The geometry in XYZ format:
```
41
Properties=species:S:1:pos:R:3:lowdin_charge:R:1
Fe 8.215 21.775 7.234 1.271
O 9.336 20.931 5.799 -0.311
H 9.973 20.398 5.284 0.032
O 6.491 21.197 6.361 -0.081
H 5.807 21.147 7.056 0.058
C 12.276 23.990 6.359 -0.060
C 11.798 23.241 5.106 -0.268
O 11.968 21.868 5.473 -0.094
H 13.340 23.825 6.525 0.090
H 11.687 23.772 7.250 0.036
H 12.243 25.055 6.125 0.083
H 12.113 23.503 4.095 0.122
H 10.729 23.423 4.995 0.096
H 11.102 21.455 5.433 0.004
C 11.801 17.146 7.532 -0.084
C 11.323 18.284 6.671 -0.284
O 10.277 18.997 7.409 -0.115
H 11.982 17.483 8.552 0.079
H 12.736 16.719 7.169 0.081
H 11.088 16.323 7.583 0.079
H 10.880 17.961 5.729 0.112
H 12.179 18.923 6.458 0.108
H 9.863 19.633 6.821 -0.026
C 10.398 23.614 9.926 -0.071
C 10.417 22.212 9.565 -0.303
O 10.119 21.944 8.219 -0.137
H 11.237 24.107 9.435 0.085
H 10.662 23.718 10.978 0.105
H 9.441 24.107 9.752 0.091
H 9.704 21.632 10.150 0.133
H 11.404 21.781 9.735 0.148
H 10.911 22.143 7.715 0.077
C 9.652 19.883 2.512 -0.083
C 8.588 20.901 2.710 -0.288
O 7.625 20.594 3.782 -0.105
H 10.290 19.685 3.374 0.054
H 10.336 20.171 1.714 0.091
H 9.110 18.964 2.292 0.089
H 7.958 21.052 1.834 0.120
H 9.095 21.849 2.891 0.100
H 8.085 20.745 4.611 -0.033
```



> Among the records above, which one has the highest DFT total energy?

number 1